The following is a DFT calculation (ωB97M-V/def2-TZVPD) of C23H13Cl5N4OPd as an isolated structure in a non-equilibrium geometry.

- E_HOMO (spin up / spin down) (eV) = -7.19 / -7.42
- orbital gap (spin up / spin down) (eV) = 7.399 / 4.724
- total charge = 0
- F_max (eV/Å) = 2.5
- spin multiplicity = 3

Geometry (Å):
Pd 0.197 -0.048 0.400
Cl 3.786 0.931 -5.372
Cl 3.311 4.589 -1.437
Cl 2.273 2.357 0.493
Cl 2.662 -1.280 -3.441
Cl 4.043 3.845 -4.363
O 1.851 -0.224 -0.878
N -0.966 1.046 -0.831
N -1.370 0.025 1.507
N -1.376 -0.551 2.688
N 0.813 -1.098 2.026
C -3.619 0.983 1.711
C 0.005 -1.843 4.161
C -4.608 1.758 1.130
C -0.563 1.682 -2.000
C -0.279 0.922 -3.135
C 1.987 -1.687 2.283
C -2.188 1.338 -0.246
C -4.398 2.313 -0.129
C 3.131 2.977 -1.983
C 0.312 2.913 -4.351
C -2.428 0.773 1.029
C -0.202 -1.154 2.946
C 1.210 -2.438 4.405
C 2.405 0.654 -1.585
C -3.211 2.110 -0.815
C 2.628 2.013 -1.131
C 0.148 1.538 -4.304
C 2.239 -2.367 3.450
C 2.858 0.336 -2.923
C 3.467 2.643 -3.300
C 3.352 1.309 -3.754
C 0.032 3.681 -3.222
C -0.397 3.074 -2.058
H -5.175 2.912 -0.587
H -0.807 -1.876 4.872
H -0.609 3.660 -1.171
H 2.730 -1.594 1.501
H 0.651 3.388 -5.262
H 1.373 -2.965 5.335
H 0.363 0.936 -5.178
H -0.402 -0.153 -3.087
H -3.073 2.540 -1.797
H 0.161 4.756 -3.252
H 3.199 -2.830 3.617
H -5.540 1.929 1.651
H -3.747 0.534 2.685

***

The following is a DFT calculation (ωB97M-V/def2-TZVPD) of a single C3Cl2F2 molecule in a non-equilibrium geometry.

- E_HOMO (eV) = -10.87
- orbital gap (eV) = 11.105
- SMILES = FC1(F)C(Cl)=C1Cl
- total charge = 0
- F_max (eV/Å) = 1.9

Geometry (Å):
Cl 2.226 -1.337 -0.007
Cl -2.125 -1.492 0.003
F -0.049 1.667 -1.045
F -0.035 1.561 1.046
C 0.664 -0.548 -0.048
C -0.634 -0.603 0.077
C -0.047 0.752 -0.025

***

The following is a DFT calculation (ωB97M-V/def2-TZVPD) of a 2-piece molecular cluster, C10H15NO overall in a non-equilibrium geometry.

- E_HOMO (eV) = -8.78
- orbital gap (eV) = 9.611
- SMILES = Cc1ccccc1.CCC(N)=O
- total charge = 0
- F_max (eV/Å) = 2.4

Geometry (Å):
O 2.292 -1.335 -1.292
N 1.741 -3.060 0.099
C -1.069 0.103 -1.045
C -3.372 0.354 -0.359
C 2.426 -1.908 -0.234
C -1.485 3.569 0.388
C 3.324 -1.380 0.861
C 2.586 -0.565 1.952
C -3.061 1.560 0.225
C -1.783 2.116 0.122
C -2.349 -0.339 -1.065
C -0.777 1.360 -0.455
H 2.091 -3.873 0.596
H -2.108 3.959 1.189
H 4.075 -0.752 0.383
H 2.411 0.387 1.444
H 1.159 -3.406 -0.646
H -0.201 -0.358 -1.505
H 3.245 -0.190 2.741
H 0.204 1.806 -0.563
H -1.590 4.069 -0.590
H 1.735 -1.113 2.340
H -2.678 -1.284 -1.487
H -3.883 2.105 0.681
H -0.433 3.795 0.561
H 3.777 -2.240 1.375
H -4.338 -0.128 -0.326

***

The following is a DFT calculation (ωB97M-V/def2-TZVPD) of C30H75FO20P5Zn as an isolated structure in a non-equilibrium geometry.

- E_HOMO (eV) = -11.58
- orbital gap (eV) = 8.257
- total charge = +1
- F_max (eV/Å) = 1.3

Geometry (Å):
Zn 0.020 -0.935 2.399
P 2.038 2.377 -4.553
P -6.328 1.490 -0.975
P 0.418 1.908 4.115
P 5.342 -0.588 -1.039
P -0.486 -4.152 1.463
F -0.283 -0.070 0.825
O 6.108 -0.330 -2.246
O -6.991 1.371 -2.397
O -4.882 0.885 -1.212
O -0.015 0.653 3.450
O 3.846 -0.102 -1.084
O -1.174 -4.360 0.085
O 1.104 3.009 -5.638
O -0.039 3.161 3.300
O 1.956 2.092 4.331
O 5.188 -2.091 -0.597
O -6.040 3.028 -0.830
O -0.186 2.006 5.531
O 1.373 3.045 -3.283
O 1.618 0.845 -4.580
O 5.919 0.072 0.289
O -1.317 -4.878 2.571
O -0.279 -2.725 1.816
O -7.062 0.889 0.130
O 0.832 -4.978 1.273
O 3.479 2.583 -4.679
C 1.847 -4.966 2.291
C 6.081 -4.155 0.220
C 1.104 1.993 -1.131
C -2.045 -3.371 -0.519
C -1.588 -6.301 2.442
C -1.849 4.210 2.067
C 2.863 -0.503 -0.126
C 6.308 -2.986 -0.718
C 1.424 -1.251 -3.443
C 0.135 3.124 6.423
C -3.034 -6.546 2.761
C -7.513 0.064 -2.787
C 2.650 -6.242 2.230
C -7.149 4.579 -2.333
C -0.679 2.966 7.663
C 6.587 1.359 0.175
C 2.117 -1.762 -0.544
C -7.140 3.951 -0.961
C -1.019 2.961 2.241
C 1.971 2.868 -1.998
C 1.389 2.794 -7.043
C -4.012 0.887 -0.047
C 6.700 1.960 1.550
C -3.178 -2.908 0.356
C 3.055 2.548 2.171
C -2.629 1.241 -0.516
C -8.996 0.016 -2.522
C 2.947 1.637 3.379
C 0.614 1.630 -7.593
C 2.367 -0.151 -3.848
H 0.775 -1.559 -4.261
H 1.152 1.110 -8.385
H 3.212 -0.476 -4.454
H -3.767 -3.743 0.741
H -1.450 -2.509 -0.832
H 1.997 -2.124 -3.121
H 3.885 1.680 3.932
H 2.792 -2.508 -0.970
H 3.061 -6.462 3.214
H -2.363 0.640 -1.387
H -9.586 0.619 -3.206
H 2.066 2.873 1.845
H 1.497 1.881 -0.122
H 1.724 -2.255 0.347
H 2.013 -7.062 1.901
H -1.641 2.079 2.397
H 2.509 -4.102 2.174
H -2.441 -3.822 -1.424
H 1.389 -4.846 3.279
H 2.805 0.578 3.154
H -7.315 3.805 -3.077
H -4.077 -0.129 0.347
H -2.518 4.346 2.921
H 7.228 -2.476 -0.432
H -4.373 1.576 0.718
H -3.261 -7.609 2.789
H 2.983 2.454 -2.090
H -1.215 5.095 2.040
H -8.099 3.469 -0.751
H 0.088 2.395 -1.102
H 3.324 -0.672 0.851
H -1.326 -6.657 1.442
H -7.960 5.308 -2.379
H -0.378 1.920 -7.942
H 0.788 -0.921 -2.619
H -1.740 2.914 7.429
H -9.179 0.285 -1.481
H 1.214 3.136 6.598
H -1.873 1.124 0.259
H -3.689 -6.016 2.071
H -3.812 -2.222 -0.203
H -3.240 -6.144 3.756
H -0.910 -6.831 3.113
H -0.471 2.739 1.322
H -6.972 -0.714 -2.252
H 2.139 3.862 -1.578
H -7.039 4.702 -0.178
H 6.609 -5.039 -0.137
H 1.340 -1.573 -1.280
H 7.562 1.191 -0.283
H -0.506 3.788 8.357
H 2.462 2.636 -7.159
H 6.386 -3.333 -1.746
H 3.662 3.421 2.402
H 0.993 0.997 -1.562
H -2.841 -2.357 1.237
H 5.018 -4.401 0.233
H 3.540 2.020 1.349
H 3.487 -6.165 1.538
H -9.347 -1.018 -2.599
H -0.381 2.063 8.197
H 1.107 3.721 -7.534
H -6.226 5.133 -2.492
H 0.440 0.883 -6.816
H 6.037 1.977 -0.539
H 2.152 0.321 -0.121
H 6.448 -3.926 1.218
H 7.538 1.522 2.092
H -7.295 -0.005 -3.850
H 5.793 1.774 2.125
H -2.465 4.120 1.175
H 6.891 3.031 1.479
H -0.032 4.047 5.860
H -2.628 2.276 -0.870
H 2.825 0.317 -2.971

***

The following is a DFT calculation (ωB97M-V/def2-TZVPD) of an isolated ion of composition C3HN2O2 and charge +1 in a non-equilibrium geometry.

- E_HOMO (eV) = -15.71
- orbital gap (eV) = 8.774
- SMILES = O=C=[NH+]OC1=C=N1
- total charge = +1
- F_max (eV/Å) = 3.7

Geometry (Å):
O -0.802 2.127 -0.008
O -0.149 -1.360 -0.044
N -1.080 -0.217 -0.039
N 2.286 -0.569 0.037
C 1.018 -0.946 -0.003
C -0.636 1.001 -0.006
C 1.432 0.439 0.040
H -2.071 -0.475 0.023

***

The following is a DFT calculation (ωB97M-V/def2-TZVPD) of C14H12Cl2DyN2O4Y as an isolated structure in a non-equilibrium geometry.

- E_HOMO (spin up / spin down) (eV) = -18.90 / -20.35
- orbital gap (spin up / spin down) (eV) = 2.813 / 5.461
- total charge = +4
- F_max (eV/Å) = 11.0
- spin multiplicity = 6

Geometry (Å):
Dy 1.895 3.907 -1.317
Y 0.625 0.264 -0.540
Cl -0.469 2.866 -0.989
Cl 3.314 1.959 -1.818
O 3.545 5.893 -3.934
O -0.738 0.430 2.521
O 1.972 7.745 -2.056
O -0.251 -1.741 -0.294
N -1.146 -3.855 0.279
N -1.682 -4.907 -0.385
C -2.013 -2.940 2.325
C -0.188 0.463 1.487
C -1.072 -3.426 -1.930
C -0.630 -4.959 2.434
C -1.188 -3.899 1.694
C -2.055 -5.709 -2.634
C 1.944 6.576 -1.923
C -1.434 -3.968 4.496
C -0.796 -4.992 3.816
C -1.631 -4.666 -1.702
C 2.865 5.380 -3.120
C -2.278 -6.022 0.323
C -2.009 -2.936 3.738
C -0.756 -2.903 -0.621
H -1.900 -5.375 -3.664
H -1.586 -4.029 5.576
H -0.473 -5.886 4.324
H -0.078 -5.772 1.926
H -3.101 -5.942 -2.441
H -0.936 -2.957 -2.878
H -1.546 -6.548 0.925
H -1.447 -6.590 -2.429
H -3.072 -5.667 0.966
H -2.474 -2.124 4.339
H -2.692 -6.764 -0.358
H -2.666 -2.239 1.701